Entry 1:
# C7H5KLiO3

A structure of composition C7H5KLiO3 at a distorted geometry (the ωB97M-V functional and the def2-TZVPD basis, the Open Molecules 2025 dataset).

```
! RIJCOSX wB97M-V def2-TZVPD def2/J DEFGRID3
* xyz -1 1
O -3.262 3.920 1.625
C -2.518 3.182 0.962
C -1.816 2.548 0.160
C -0.892 1.980 -0.777
C -1.038 0.757 -1.375
O -0.330 0.369 -2.444
Li -0.797 -0.545 -3.866
H -0.154 2.659 -1.238
H -1.819 0.067 -1.017
C 1.183 -3.058 2.078
C 1.670 -2.204 1.169
C 1.690 -0.721 1.409
O 2.352 -0.114 0.503
K 2.137 0.538 -2.105
H 0.465 -2.702 2.822
H 1.263 -4.141 1.960
H 1.865 -2.535 0.134
*
```

Properties
relative energy (zero: lowest compared OMol25 entry of this formula, charge and spin): 1.0109 eV
gap between HOMO and LUMO (alpha / beta): 0.0917 / 0.0918 Eh
E: -1102.77020 Ha
LUMO level (alpha / beta): 0.69 / 0.69 eV

How positive or negative is each atom? The Mulliken charges in e answer that: O -0.77; C 1.17; C -0.95; C -0.44; C 0.06; O -0.92; Li 0.75; H 0.07; H 0.28; C -0.55; C 0.13; C -0.70; O -0.47; K 0.68; H 0.30; H 0.24; H 0.12

Entry 2:
# C7H5N2O2

The ion C7H5N2O2 with charge -1 at a distorted geometry (the ωB97M-V functional and the def2-TZVPD basis, the Open Molecules 2025 dataset).

```
! RIJCOSX wB97M-V def2-TZVPD def2/J DEFGRID3
* xyz -1 1
O 4.888 -0.789 -0.235
C 3.882 -0.262 0.176
O 3.437 -0.217 1.316
C 2.922 0.417 -0.838
N 2.407 1.781 -0.452
C 1.627 0.801 -0.217
N 0.446 0.336 0.270
C -0.431 1.024 0.984
C -1.622 0.344 0.911
C -1.413 -0.813 0.103
C -0.077 -0.794 -0.268
H 2.907 0.124 -1.839
H -0.023 1.852 1.498
H -2.453 0.757 1.544
H -2.097 -1.520 -0.380
H 0.407 -1.262 -1.132
*
```

Properties
relative energy (zero: lowest compared OMol25 entry of this formula, charge and spin): 1.6720 eV
gap between HOMO and LUMO: 0.2802 Eh
SMILES: O=C([O-])[C@@H]1N=C1n1cccc1
E: -529.70736 Ha
LUMO level: 3.46 eV

How positive or negative is each atom? The Mulliken charges in e answer that: O -0.73; C 0.47; O -0.70; C -0.31; N -0.80; C 0.54; N 0.23; C -0.32; C -0.46; C -0.57; C -0.28; H 0.54; H 0.42; H 0.31; H 0.37; H 0.31

Entry 3:
# C7H5N3O2

The molecule C7H5N3O2 at a distorted geometry (the ωB97M-V functional and the def2-TZVPD basis, the Open Molecules 2025 dataset).

```
! RIJCOSX wB97M-V def2-TZVPD def2/J DEFGRID3
* xyz 0 1
C -2.001 1.278 0.378
C -0.903 0.503 0.054
C 1.751 0.463 0.399
C -0.692 -1.818 -0.227
C 2.345 -0.764 0.327
C 0.534 -1.512 -0.562
C 0.528 0.697 -0.337
N -3.117 0.543 0.410
N -2.845 -0.684 0.159
N -1.497 -0.739 -0.058
O 1.726 -1.790 -0.154
O 0.609 1.725 -1.236
H -2.056 2.364 0.711
H 2.451 1.313 0.463
H -1.291 -2.763 -0.200
H 3.214 -1.069 0.735
H 1.243 2.254 -0.861
*
```

Properties
relative energy (zero: lowest compared OMol25 entry of this formula, charge and spin): 7.0365 eV
gap between HOMO and LUMO (alpha / beta): 0.3029 / 0.3029 Eh
E: -584.25788 Ha
LUMO level (alpha / beta): -0.14 / -0.15 eV

How positive or negative is each atom? The Mulliken charges in e answer that: C -0.46; C 0.42; C -0.73; C -0.16; C -0.20; C -0.07; C 0.53; N -0.34; N -0.82; N 0.66; O -0.35; O -0.43; H 0.33; H 0.27; H 0.43; H 0.56; H 0.36

Entry 4:
# C7H5N3OS

The molecule C7H5N3OS at a distorted geometry (the ωB97M-V functional and the def2-TZVPD basis, the Open Molecules 2025 dataset).

```
! RIJCOSX wB97M-V def2-TZVPD def2/J DEFGRID3
* xyz 0 1
C -1.357 -2.117 -0.487
C -1.676 -0.893 -0.781
C -2.032 0.177 -1.620
O -2.297 0.659 -2.650
N -1.952 0.438 -0.252
N -1.735 1.333 0.667
C -0.589 1.522 1.255
C 0.713 0.931 0.893
N 0.886 0.362 -0.299
C 2.189 0.031 -0.428
C 2.899 0.229 0.745
S 2.027 0.989 1.941
H -1.311 -2.478 0.557
H -1.602 -2.944 -1.259
H -0.627 2.272 2.053
H 2.548 -0.565 -1.221
H 3.914 0.051 0.885
*
```

Properties
relative energy (zero: lowest compared OMol25 entry of this formula, charge and spin): 3.4798 eV
gap between HOMO and LUMO: 0.2897 Eh
SMILES: C=C1C(=O)N1/N=C\c1nccs1
E: -907.27027 Ha
LUMO level: -0.53 eV

How positive or negative is each atom? The Mulliken charges in e answer that: C -0.89; C 0.31; C 0.62; O -0.52; N 0.30; N -0.73; C -0.17; C 0.54; N -0.26; C -0.72; C -0.12; S -0.11; H 0.28; H 0.23; H 0.35; H 0.41; H 0.48

Entry 5:
# C7H5NO2

The molecule C7H5NO2 at a distorted geometry (the ωB97M-V functional and the def2-TZVPD basis, the Open Molecules 2025 dataset).

```
! RIJCOSX wB97M-V def2-TZVPD def2/J DEFGRID3
* xyz 0 1
N -1.731 3.037 2.765
C -0.777 2.420 2.540
O 0.262 1.814 2.118
O 0.109 0.271 1.904
C 0.116 -0.147 0.636
C 1.104 -1.058 0.244
C 1.120 -1.587 -0.999
C 0.259 -1.068 -1.961
C -0.700 -0.164 -1.530
C -0.795 0.324 -0.255
H 1.792 -1.376 1.142
H 1.972 -2.243 -1.307
H 0.397 -1.435 -3.064
H -1.511 0.182 -2.293
H -1.618 1.030 0.059
*
```

Properties
relative energy (zero: lowest compared OMol25 entry of this formula, charge and spin): 4.1833 eV
gap between HOMO and LUMO: 0.3023 Eh
SMILES: N#COOc1ccccc1
E: -474.80512 Ha
LUMO level: -1.54 eV

How positive or negative is each atom? The Mulliken charges in e answer that: N -0.39; C 0.53; O -0.29; O -0.29; C 0.76; C -0.30; C -0.39; C -0.39; C -0.21; C -0.39; H 0.26; H 0.31; H 0.27; H 0.22; H 0.30

Entry 6:
# C7H5O4S

The ion C7H5O4S with charge -1 at a distorted geometry (the ωB97M-V functional and the def2-TZVPD basis, the Open Molecules 2025 dataset).

```
! RIJCOSX wB97M-V def2-TZVPD def2/J DEFGRID3
* xyz -1 1
O -3.466 -0.567 -1.263
S -3.339 -1.468 -0.084
O -4.328 -1.236 0.964
C -1.668 -1.065 0.615
C -0.568 -1.630 0.203
C 0.730 -0.965 0.399
C 1.169 0.320 0.357
C 0.385 1.473 -0.064
C -0.808 1.811 0.268
C -1.850 2.707 0.231
O -1.727 3.817 0.761
O -3.007 2.348 -0.370
H -0.341 -2.640 -0.004
H 1.121 -1.766 1.014
H 2.204 0.483 0.453
H 0.926 2.134 -0.788
H -3.052 1.326 -0.435
*
```

Properties
relative energy (zero: lowest compared OMol25 entry of this formula, charge and spin): 5.9059 eV
gap between HOMO and LUMO (alpha / beta): 0.2709 / 0.2206 Eh
SMILES: O=S(=O)=C=C/C=C\C=C=C([O-])O
E: -968.72233 Ha
LUMO level (alpha / beta): 2.66 / 2.20 eV

How positive or negative is each atom? The Mulliken charges in e answer that: O -0.64; S 0.57; O -0.57; C -0.17; C -0.43; C -0.25; C -0.38; C -0.14; C -0.16; C 0.54; O -0.60; O -0.44; H 0.41; H 0.23; H 0.40; H 0.31; H 0.31

Entry 7:
# C7H6

The molecule C7H6 at a distorted geometry (the ωB97M-V functional and the def2-TZVPD basis, the Open Molecules 2025 dataset).

```
! RIJCOSX wB97M-V def2-TZVPD def2/J DEFGRID3
* xyz 0 1
C -1.336 0.453 0.321
C -1.244 -0.873 0.171
C 1.169 0.520 0.657
C 1.276 -0.884 0.511
C -0.078 1.108 -0.038
C 0.071 -1.333 -0.248
C 0.816 0.205 -0.820
H -2.167 1.002 0.724
H -2.009 -1.589 0.414
H 1.958 1.145 1.034
H -0.056 2.173 -0.224
H 0.177 -2.247 -0.809
H 1.424 0.322 -1.693
*
```

Properties
relative energy (zero: lowest compared OMol25 entry of this formula, charge and spin): 2.5414 eV
gap between HOMO and LUMO: 0.3246 Eh
E: -270.14271 Ha
LUMO level: 1.04 eV

How positive or negative is each atom? The Mulliken charges in e answer that: C -0.48; C -0.41; C -0.24; C -0.43; C -0.18; C -0.21; C -0.47; H 0.43; H 0.41; H 0.34; H 0.45; H 0.40; H 0.38

Entry 8:
# C7H60B2FNO22

A cluster of 22 separate species, C7H60B2FNO22 in total (the ωB97M-V functional and the def2-TZVPD basis, the Open Molecules 2025 dataset).

```
! RIJCOSX wB97M-V def2-TZVPD def2/J DEFGRID3
* xyz 0 1
C -1.127 -4.713 -0.333
C -1.107 -3.174 -0.157
B -1.330 -2.490 -1.568
O -2.495 -2.752 -2.257
B -0.157 -1.430 -2.220
C -0.624 0.068 -2.420
N -1.225 0.693 -1.220
C -0.344 0.618 -0.061
C 1.317 -1.907 -2.502
C 2.401 -1.042 -1.883
C 3.805 -1.421 -2.274
F 2.295 -1.185 -0.459
H -0.356 -5.194 0.268
H -2.088 -5.127 -0.027
H -0.965 -5.019 -1.369
H -1.904 -2.867 0.535
H -0.172 -2.858 0.313
H -3.311 -2.741 -1.752
H -1.402 0.009 -3.194
H 0.145 0.749 -2.796
H -2.129 0.277 -1.031
H 0.655 0.943 -0.354
H -0.269 -0.384 0.385
H -0.688 1.307 0.713
H 1.503 -1.926 -3.584
H 1.468 -2.932 -2.142
H 2.205 0.014 -2.077
H 3.938 -1.421 -3.354
H 4.499 -0.676 -1.876
H 4.086 -2.380 -1.842
O 3.037 -4.388 -0.194
H 3.064 -3.450 -0.404
H 2.687 -4.423 0.703
O -3.546 2.282 1.522
H -3.205 1.686 2.208
H -3.075 2.006 0.726
O 6.158 -3.054 -0.753
H 6.745 -3.287 -1.480
H 6.050 -3.872 -0.249
O 0.038 3.051 -3.667
H -0.200 3.985 -3.685
H -0.337 2.715 -2.842
O 7.793 -0.581 -1.297
H 6.888 -0.913 -1.283
H 8.313 -1.335 -0.999
O -6.489 3.654 2.316
H -5.874 3.759 1.580
H -6.337 2.771 2.671
O -2.799 4.869 2.922
H -2.957 4.042 2.443
H -3.643 5.077 3.339
O 9.395 1.837 -0.771
H 9.018 0.974 -0.993
H 8.630 2.367 -0.530
O 11.746 3.676 -1.353
H 10.825 3.397 -1.278
H 12.228 2.899 -1.055
O -4.432 5.128 0.407
H -3.888 5.026 1.198
H -4.176 5.946 -0.024
O -0.066 2.196 -6.475
H -0.091 2.500 -5.556
H 0.689 2.643 -6.868
O -9.166 4.656 3.360
H -8.489 4.703 2.671
H -9.019 3.782 3.740
O -10.578 1.885 2.946
H -10.850 2.810 2.855
H -11.003 1.591 3.757
O 0.774 -1.793 2.895
H 1.194 -1.743 2.030
H 0.885 -0.908 3.258
O 3.807 -1.721 2.035
H 3.271 -1.741 1.235
H 4.665 -1.417 1.718
O 5.372 -0.719 -5.214
H 4.849 -0.731 -6.021
H 6.228 -0.366 -5.477
O -12.041 5.064 3.201
H -12.168 5.370 4.104
H -11.130 5.321 3.001
O 4.719 -5.157 2.293
H 4.155 -4.695 2.934
H 4.461 -6.080 2.365
O 2.667 -4.234 4.203
H 2.907 -3.973 5.096
H 1.884 -3.710 3.988
O -2.819 -0.292 2.168
H -3.658 -0.764 2.100
H -2.146 -0.968 2.307
O -5.717 0.394 2.578
H -6.569 0.196 2.172
H -5.294 1.014 1.964
*
```

Properties
gap between HOMO and LUMO: 0.3287 Eh
E: -2162.32484 Ha
LUMO level: -0.21 eV

How positive or negative is each atom? The Mulliken charges in e answer that: C -1.36; C 0.50; B 0.85; O -0.49; B -0.50; C -0.78; N -0.11; C -0.66; C -0.62; C 0.58; C -1.19; F -0.19; H 0.31; H 0.37; H 0.31; H 0.08; H -0.22; H 0.30; H 0.18; H 0.17; H 0.26; H 0.21; H 0.15; H 0.36; H 0.38; H 0.19; H 0.23; H 0.23; H 0.37; H 0.31; O -0.62; H 0.25; H 0.26; O -0.65; H 0.39; H 0.26; O -0.56; H 0.30; H 0.24; O -0.66; H 0.29; H 0.34; O -0.68; H 0.33; H 0.29; O -0.62; H 0.33; H 0.33; O -0.70; H 0.37; H 0.36; O -0.61; H 0.36; H 0.29; O -0.64; H 0.37; H 0.30; O -0.62; H 0.32; H 0.27; O -0.64; H 0.39; H 0.31; O -0.60; H 0.33; H 0.29; O -0.67; H 0.36; H 0.31; O -0.58; H 0.23; H 0.31; O -0.63; H 0.27; H 0.28; O -0.59; H 0.29; H 0.29; O -0.65; H 0.31; H 0.34; O -0.59; H 0.36; H 0.29; O -0.65; H 0.29; H 0.31; O -0.57; H 0.29; H 0.26; O -0.66; H 0.35; H 0.29

Entry 9:
# C7H6BiO5S

A structure of composition C7H6BiO5S at a distorted geometry (the ωB97M-V functional and the def2-TZVPD basis, the Open Molecules 2025 dataset).

```
! RIJCOSX wB97M-V def2-TZVPD def2/J DEFGRID3
* xyz 3 1
O 0.003 4.894 -0.734
C 0.003 3.838 -1.175
Bi -0.002 -1.081 -2.068
O 0.001 -0.017 -5.515
C 0.000 -0.414 -4.454
C -0.002 -3.092 -1.701
O -0.003 -3.824 -0.804
C -2.358 -0.206 -1.476
O -3.367 0.105 -1.063
C 2.353 -0.213 -1.480
O 3.374 0.105 -1.061
C 1.350 -0.011 2.367
S -0.012 0.089 1.177
C -1.346 -0.011 2.362
H 2.273 -0.027 1.753
H 1.234 -0.908 3.005
H 1.306 0.853 3.057
H -1.235 -0.898 3.000
H -1.305 0.843 3.053
H -2.266 -0.026 1.758
*
```

Properties
gap between HOMO and LUMO (alpha / beta): 0.2630 / 0.1849 Eh
E: -1257.90463 Ha
LUMO level (alpha / beta): -14.31 / -14.98 eV

How positive or negative is each atom? The Mulliken charges in e answer that: O -0.10; C 0.11; Bi 1.49; O 0.03; C 0.15; C 0.13; O 0.02; C 0.13; O 0.02; C 0.15; O 0.00; C -0.85; S 0.33; C -0.85; H 0.28; H 0.42; H 0.42; H 0.42; H 0.43; H 0.28

Entry 10:
# C7H6BrO3S

The ion C7H6BrO3S with charge -1 at a distorted geometry (the ωB97M-V functional and the def2-TZVPD basis, the Open Molecules 2025 dataset).

```
! RIJCOSX wB97M-V def2-TZVPD def2/J DEFGRID3
* xyz -1 1
C 2.517 0.220 0.143
C 1.742 -0.823 -0.214
C 1.996 1.379 0.656
C 0.390 -0.672 -0.439
C 0.637 1.521 0.446
C -0.183 0.553 -0.125
C -1.701 0.623 -0.309
O -2.611 -1.573 -1.322
O -1.807 -2.750 0.591
O -2.343 -0.212 0.839
S -2.857 -1.835 0.148
Br -2.333 2.382 -0.235
H 3.563 -0.040 0.279
H 2.411 -1.725 -0.327
H 2.628 2.132 1.104
H -0.126 -1.659 -0.812
H 0.168 2.415 0.818
H -2.092 0.066 -1.241
*
```

Properties
relative energy (zero: lowest compared OMol25 entry of this formula, charge and spin): 0.3922 eV
gap between HOMO and LUMO: 0.2939 Eh
E: -3468.28868 Ha
LUMO level: 3.12 eV

How positive or negative is each atom? The Mulliken charges in e answer that: C -0.41; C -0.51; C -0.67; C -0.04; C -0.23; C 0.54; C -0.09; O -0.68; O -0.55; O -0.44; S 0.55; Br -0.25; H 0.30; H 0.23; H 0.36; H 0.20; H 0.23; H 0.45